1.
{"formula": "C2H14NaO7", "method": "wB97M-V/def2-TZVPD", "charge": -1, "species": ["Na", "O", "C", "C", "O", "H", "H", "H", "H", "O", "H", "H", "O", "H", "H", "O", "H", "H", "O", "H", "H", "O", "H", "H"], "coordinates": [[-0.21737, -0.19851, 0.82394], [-0.04146, 1.19259, -1.39273], [-0.61283, 0.40273, -2.48968], [0.19588, -0.07848, -3.74282], [1.22666, -1.05048, -3.82048], [-1.60553, 0.81120, -2.67888], [-0.96981, -0.52139, -2.03505], [0.45811, 0.83649, -4.27400], [-0.49788, -0.39542, -4.52149], [-0.71722, 2.57701, 0.97070], [-0.53101, 2.18635, 0.11692], [-1.57028, 2.99724, 0.86143], [-1.77623, -1.14066, 3.06355], [-2.61285, -0.85597, 3.43131], [-1.14025, -0.97874, 3.76035], [2.43513, -0.09409, 0.42564], [2.62730, -0.68251, -0.30448], [3.24174, 0.40621, 0.54937], [0.08434, -2.70704, 0.67211], [0.09187, -3.06139, -0.21706], [-0.76936, -2.95949, 1.02382], [0.68473, 0.83358, 3.07881], [1.20033, 0.73503, 3.87924], [0.81594, 1.74562, 2.81959]], "forces_ev_per_a": [[0.574, 0.529, -0.838], [-0.378, -0.833, -0.485], [0.671, -0.461, 2.463], [1.010, -0.302, -1.223], [-0.990, 1.127, 1.605], [-0.118, 0.742, -1.277], [0.065, -1.224, 0.394], [0.965, 1.104, 0.149], [-1.598, -0.443, 0.162], [-0.161, 0.395, 1.799], [0.523, -0.828, -2.284], [-0.093, 0.044, -0.065], [0.008, -0.276, -0.310], [-0.236, 0.114, -0.034], [0.309, 0.179, 0.070], [-0.053, -0.230, 0.699], [-0.223, -0.040, -0.644], [0.030, 0.207, -0.056], [0.001, 0.323, 0.410], [0.157, 0.088, -0.581], [-0.275, -0.143, 0.176], [-0.173, -0.354, 0.250], [0.226, -0.140, 0.082], [-0.243, 0.422, -0.463]]}

---

2.
{"formula": "C2H14O4", "method": "wB97M-V/def2-TZVPD", "smiles": "CC.O.O.O.O", "species": ["C", "C", "H", "H", "H", "H", "H", "H", "H", "H", "O", "H", "H", "O", "H", "H", "O", "H", "H", "O"], "coordinates": [[-1.39920, 2.38014, -1.91396], [-1.67762, 1.57337, -0.63798], [-0.37680, 2.75075, -1.86417], [-2.00720, 3.28663, -1.90621], [-1.60675, 1.85250, -2.84009], [-1.28620, 2.15245, 0.19791], [-2.74690, 1.49076, -0.45575], [-1.12818, 0.64168, -0.66788], [1.65079, 0.06183, -0.74598], [2.50298, -0.80049, 0.06711], [2.16352, -0.75512, -0.84098], [-1.45423, -1.58024, 2.37223], [-0.36932, -1.68052, 1.27303], [-0.66767, -1.15038, 2.03033], [0.81510, 0.12611, 1.63744], [1.77423, 1.07617, 2.30124], [1.33029, 0.92878, 1.45576], [0.75736, -2.03215, -0.80140], [-0.69277, -2.41176, -1.00456], [0.03958, -2.55257, -0.39315]], "forces_ev_per_a": [[-0.204, 0.504, 0.659], [0.231, 1.027, -0.316], [0.193, -0.231, -0.424], [-0.135, -0.028, -0.110], [0.159, -0.126, -0.046], [0.071, -0.142, 0.150], [0.006, -0.591, -0.097], [-0.303, -0.448, 0.195], [0.057, 0.056, -0.307], [0.181, -0.211, -0.262], [-0.198, 0.273, 0.520], [0.015, -0.017, -0.003], [-0.241, -0.289, -0.171], [0.310, 0.150, -0.012], [-0.387, 0.270, 0.078], [-0.008, 0.176, -0.224], [0.243, -0.401, 0.258], [0.247, -0.037, 0.266], [-0.102, -0.173, 0.136], [-0.134, 0.237, -0.290]]}

---

3.
{"formula": "C2H14O4S", "method": "wB97M-V/def2-TZVPD", "smiles": "CCS.O.O.O.O", "species": ["C", "C", "S", "H", "H", "H", "H", "H", "H", "H", "H", "O", "H", "H", "O", "H", "H", "O", "H", "H", "O"], "coordinates": [[2.38458, -0.52428, -2.46861], [1.61958, -0.60904, -1.12509], [2.66360, -0.92687, 0.34975], [1.64669, -0.37623, -3.34021], [2.76338, 0.49247, -2.76727], [3.08181, -1.23542, -2.68579], [0.93260, -1.42921, -1.18036], [1.07981, 0.30849, -0.77048], [2.61022, -2.26613, 0.17590], [1.19504, -0.57925, 3.57127], [1.08399, 0.08560, 2.11561], [0.86160, 0.21734, 3.13492], [-5.82054, -0.17872, -1.06634], [-4.54393, -0.31131, -0.27890], [-4.98035, 0.34533, -0.86803], [-1.80646, 3.01626, -0.83923], [-3.15536, 2.14503, -0.50015], [-2.41154, 2.65393, -0.14065], [-1.74075, 0.04169, -0.09996], [-1.14943, 0.19539, 1.30348], [-1.32215, -0.50147, 0.66483]], "forces_ev_per_a": [[-3.474, 4.618, -1.306], [0.713, 0.943, 0.055], [0.054, -0.635, -0.484], [0.314, -1.506, 1.149], [0.741, -0.668, 1.484], [1.698, -2.054, -0.327], [-0.584, -0.182, 0.142], [0.302, -0.741, -1.107], [0.231, 0.277, 0.343], [-0.055, 0.159, -0.360], [-0.443, 0.032, 3.291], [0.486, -0.247, -2.948], [1.492, 1.370, 0.130], [-0.068, 0.787, -0.404], [-1.272, -2.125, 0.343], [-1.393, -0.812, 0.715], [0.403, 0.455, -0.442], [0.873, 0.234, -0.334], [1.099, -1.387, 1.904], [0.044, 0.069, 0.408], [-1.160, 1.415, -2.253]]}

---

Kohn-Sham gap list, top to bottom, in eV: 2.734; 12.073; 9.644
Relative energy (zero: lowest compared OMol25 entry of this formula, charge and spin) list, top to bottom, in kJ/mol: 15.12; 8.57; 168.70
LUMO energy list, top to bottom, in Eh: 0.054; 0.021; 0.013